1.
19
Properties=species:S:1:pos:R:3:forces:R:3 method="wB97M-V/def2-TZVPD" charge=+1 multiplicity=1
C -1.416 -2.506 -0.812 -1.0962 -0.8849 -1.2142
C -1.063 -1.364 -0.387 1.4597 3.0070 1.4083
C -0.789 -0.111 0.139 -4.8129 -3.9458 -2.2475
C -2.059 0.764 0.296 -0.3704 -1.8378 -0.0476
C 0.451 0.381 0.273 4.3053 3.4196 -0.3602
C 0.562 1.790 0.826 -2.2934 0.9188 -2.0959
N 1.584 0.015 -0.345 -1.2432 0.0385 1.0962
C 2.798 -0.723 -0.422 -1.3851 -0.9309 -0.9077
O 2.821 0.606 -0.005 0.2594 0.3743 0.2668
H -1.445 -2.693 -1.923 0.0107 -0.0523 1.3194
H -1.935 -3.149 -0.084 0.5750 -0.2267 -0.4792
H -2.117 1.582 -0.366 0.5636 1.2988 -0.6418
H -2.115 1.066 1.321 -0.4610 0.3139 0.5260
H -2.979 0.205 0.002 0.8739 -0.0150 0.6335
H -0.450 2.108 1.183 1.5202 -0.1681 0.2365
H 0.859 2.577 0.059 -0.5422 -1.2788 0.2297
H 1.371 1.887 1.456 1.4214 -0.0536 2.1203
H 2.943 -1.551 0.258 0.3019 0.2305 0.3870
H 2.980 -0.885 -1.469 0.9135 -0.2076 -0.2296

2.
17
Properties=species:S:1:pos:R:3:forces:R:3 method="wB97M-V/def2-TZVPD" charge=0 multiplicity=1
C -1.539 0.913 -0.984 -0.0071 0.0212 0.0428
C -0.042 0.820 -1.149 -0.1844 -0.0024 -0.2507
O 0.694 1.879 -0.524 0.0637 0.2379 0.0979
C 0.954 0.572 -0.077 0.0746 -0.3135 0.0715
C 0.523 0.079 1.284 -0.0702 0.1773 -0.0187
C 0.434 -1.469 1.144 -0.0279 -0.1791 0.0291
C -0.158 -1.669 -0.218 0.2215 -0.1125 0.2027
H -1.837 0.971 0.065 0.0713 0.0071 -0.1541
H -1.875 1.830 -1.481 0.0099 -0.1065 0.0322
H -2.042 0.052 -1.429 0.1442 0.1111 0.0343
H 0.288 0.579 -2.162 -0.0031 0.1785 0.1296
H 1.935 0.194 -0.379 -0.1623 0.0702 -0.0363
H -0.447 0.502 1.552 0.0992 -0.1137 -0.0807
H 1.234 0.355 2.072 -0.0958 -0.0673 -0.1766
H 1.435 -1.895 1.293 -0.0661 0.0335 -0.0363
H -0.242 -1.860 1.910 0.0800 0.0785 -0.0057
H 0.685 -1.853 -0.918 -0.1474 -0.0204 0.1190

Frontier orbital gap per entry: 8.620 8.503 eV
ΔE to the lowest compared entry with this formula, charge and spin per entry: 535.12 475.21 kJ/mol